# 1
Density functional theory data (ωB97M-V/def2-TZVPD) for C34H25FN6O5PtS as an isolated structure.

Each line ends with the Mulliken charge.
Atoms and positions in Å:
1 Pt 1.3706 -0.0772 0.0484  1.101
2 O 8.0493 0.1163 -1.0964  -0.644
3 C 7.6851 0.1111 0.0708  0.369
4 O 8.0387 0.1120 1.2409  -0.645
5 C 5.9595 0.1075 0.0605  -0.683
6 C 5.3055 0.0816 -1.1595  -0.794
7 C 3.9273 -0.0136 -1.1333  0.484
8 N 3.3048 -0.0937 0.0528  0.156
9 C 3.9189 0.0046 1.2427  0.708
10 C 5.2967 0.0999 1.2760  -0.845
11 C 2.9836 0.0131 2.3861  0.586
12 C 3.3713 0.0681 3.7071  -0.501
13 C 2.4075 0.0634 4.7060  -0.673
14 C 1.0682 0.0236 4.3532  -0.752
15 C 0.7358 -0.0180 3.0145  0.003
16 N 1.6650 -0.0330 2.0600  0.116
17 C 2.9990 -0.0224 -2.2824  0.722
18 C 3.3964 0.0189 -3.6010  -0.599
19 C 2.4401 0.0024 -4.6070  -0.608
20 C 1.0986 -0.0348 -4.2631  -0.780
21 C 0.7566 -0.0629 -2.9265  0.079
22 N 1.6782 -0.0677 -1.9643  0.121
23 H 5.8648 0.1498 -2.0837  0.705
24 H 5.8517 0.1812 2.2019  0.724
25 H 4.4233 0.1214 3.9530  0.518
26 H 2.6992 0.0886 5.7472  0.486
27 H 0.2921 0.0208 5.1045  0.471
28 H -0.2944 -0.0491 2.6873  0.411
29 H 4.4500 0.0717 -3.8395  0.495
30 H 2.7396 0.0173 -5.6462  0.487
31 H 0.3279 -0.0455 -5.0199  0.458
32 H -0.2761 -0.0906 -2.6065  0.402
33 C -4.8081 4.3522 -1.3635  -1.311
34 C -4.5995 3.9059 0.0804  -0.309
35 C -5.8846 3.4270 0.7410  -1.073
36 C -6.3846 2.1378 0.1009  -1.131
37 C -5.2919 1.1016 0.0488  1.009
38 C -5.5948 -0.2379 -0.0035  -0.648
39 C -4.5780 -1.1912 -0.0401  -0.107
40 F -4.9104 -2.4848 -0.0868  -0.342
41 C -3.2606 -0.8416 -0.0169  -0.823
42 C -2.9229 0.5194 0.0393  0.650
43 C -1.5217 0.9012 0.0633  1.075
44 O -0.6632 -0.0612 0.0485  -1.288
45 C -1.2503 2.2638 0.1021  0.253
46 C -2.2976 3.1640 0.1373  -0.491
47 N -3.5752 2.8279 0.1255  -0.014
48 C -3.9361 1.4911 0.0680  -0.671
49 C 0.1406 2.8911 0.0639  0.223
50 O 0.1881 4.0958 0.0369  -0.648
51 O 1.1792 2.1001 0.0560  -0.533
52 H -5.5702 5.1308 -1.3947  0.398
53 H -5.1358 3.5213 -1.9904  0.371
54 H -3.8880 4.7574 -1.7869  0.397
55 H -4.1969 4.7358 0.6591  0.490
56 H -6.6333 4.2122 0.6513  0.432
57 H -5.7095 3.2615 1.8069  0.360
58 H -6.7495 2.3303 -0.9113  0.370
59 H -7.2299 1.7416 0.6628  0.505
60 H -6.6281 -0.5641 -0.0066  0.530
61 H -2.4887 -1.5969 -0.0349  0.830
62 H -2.0613 4.2202 0.1730  0.685
63 S 2.1488 -2.7948 0.2125  -0.169
64 C 1.4252 -4.3394 0.0755  0.327
65 N 2.2752 -5.3968 0.2266  0.009
66 C 1.8535 -6.6734 0.1507  0.036
67 C 0.5351 -6.9203 -0.0859  -0.798
68 C -0.2968 -5.8079 -0.2372  0.133
69 N 0.1364 -4.5594 -0.1585  -0.398
70 H 3.2508 -5.1839 0.4012  0.268
71 H 2.5985 -7.4450 0.2841  0.455
72 H 0.1584 -7.9294 -0.1523  0.412
73 H -1.3568 -5.9272 -0.4294  0.458

Output
- Kohn-Sham gap (spin up / spin down): 3.33 / 3.33 eV
- Net charge: +2
- Highest occupied orbital energy (spin up / spin down): -11.95 / -11.95 eV



# 2
Density functional theory data (ωB97M-V/def2-TZVPD) for C34H26ClF5P2RuS2 as an isolated structure.

Each line ends with the Mulliken charge.
Atoms and positions in Å:
1 Ru -2.3609 -1.2294 0.1761  0.876
2 S -1.5859 -0.4359 2.6090  -0.659
3 P 0.1504 -0.4051 1.5829  2.788
4 C -0.0582 -1.1245 0.0560  -2.481
5 P 0.0512 -0.4050 -1.4855  2.471
6 S -1.7829 -0.1064 -2.2423  -0.646
7 C 0.8914 -1.6854 -2.5123  0.564
8 C 0.1399 -2.8085 -2.8608  -0.542
9 C 0.7352 -3.8885 -3.4929  -0.675
10 C 2.0928 -3.8632 -3.7916  -0.464
11 C 2.8450 -2.7462 -3.4633  -0.760
12 C 2.2478 -1.6621 -2.8265  -0.345
13 C 1.0807 1.0764 -1.7453  0.311
14 C 2.3196 1.1770 -1.1136  -0.107
15 C 3.1421 2.2677 -1.3523  -0.851
16 C 2.7284 3.2690 -2.2220  -0.678
17 C 1.4901 3.1804 -2.8420  -0.673
18 C 0.6667 2.0862 -2.6061  -0.745
19 C 0.8174 1.2855 1.6350  0.232
20 C 0.0217 2.2803 1.0636  0.290
21 C 0.4874 3.5808 0.9629  -0.594
22 C 1.7536 3.8997 1.4404  -0.633
23 C 2.5438 2.9192 2.0227  -0.806
24 C 2.0821 1.6100 2.1158  -0.320
25 C 1.3501 -1.4116 2.5278  0.030
26 C 1.5354 -1.2053 3.8950  -0.175
27 C 2.4310 -1.9885 4.6062  -0.665
28 C 3.1394 -2.9961 3.9585  -0.451
29 C 2.9479 -3.2153 2.6028  -0.655
30 C 2.0553 -2.4228 1.8862  -0.504
31 H -0.9160 -2.8331 -2.6238  0.115
32 H 0.1370 -4.7549 -3.7501  0.404
33 H 2.5620 -4.7103 -4.2778  0.355
34 H 3.9022 -2.7129 -3.7013  0.406
35 H 2.8482 -0.7936 -2.5903  0.298
36 H 2.6307 0.4048 -0.4197  0.621
37 H 4.0995 2.3410 -0.8509  0.411
38 H 3.3694 4.1219 -2.4109  0.393
39 H 1.1588 3.9710 -3.5044  0.408
40 H -0.3078 2.0144 -3.0720  0.374
41 H -0.9678 2.0239 0.6987  -0.324
42 H -0.1369 4.3410 0.5059  0.449
43 H 2.1266 4.9133 1.3519  0.401
44 H 3.5288 3.1695 2.4004  0.392
45 H 2.7076 0.8455 2.5597  0.364
46 H 0.9603 -0.4351 4.3977  0.360
47 H 2.5707 -1.8237 5.6683  0.383
48 H 3.8339 -3.6139 4.5157  0.362
49 H 3.4845 -4.0104 2.0992  0.414
50 H 1.8787 -2.5865 0.8286  0.376
51 F -2.1871 -4.2887 -1.0604  -0.267
52 C -2.8742 -3.3924 -0.2797  0.048
53 F -4.1557 -3.3139 -0.8482  -0.351
54 C -3.1156 -4.1233 1.0497  0.758
55 F -1.9603 -4.2958 1.7025  -0.259
56 F -3.6845 -5.3374 0.9140  -0.282
57 F -3.9339 -3.3950 1.8346  -0.270
58 Cl -2.9242 5.8359 -0.4244  -0.266
59 C -3.3714 4.1539 -0.2086  0.357
60 C -3.3098 3.5826 1.0495  -0.711
61 C -3.6272 2.2427 1.2098  -0.159
62 C -4.0028 1.4329 0.1277  1.178
63 C -4.2388 -0.0021 0.2868  -2.636
64 C -4.1079 2.0677 -1.1193  -0.159
65 C -3.7835 3.4021 -1.2962  -0.772
66 H -3.0052 4.1818 1.8983  0.397
67 H -3.5447 1.7943 2.1917  0.327
68 H -4.8408 -0.4746 -0.4856  0.534
69 H -4.5045 -0.3123 1.2977  0.622
70 H -4.4200 1.4773 -1.9739  0.389
71 H -3.8370 3.8602 -2.2756  0.426

Output
- Spin multiplicity: 6
- Kohn-Sham gap (spin up / spin down): 5.90 / 6.90 eV
- Net charge: -1
- Highest occupied orbital energy (spin up / spin down): -3.38 / -4.83 eV
- Energy relative to the best compared isomer or geometry (same formula, charge and spin): 6.90 kcal/mol



# 3
Density functional theory data (ωB97M-V/def2-TZVPD) for C34H26F10N5O4PtS as an isolated structure.

Each line ends with the Mulliken charge.
Atoms and positions in Å:
1 Pt -0.2665 -0.5098 0.0632  0.567
2 C -2.7817 -1.7091 -1.2095  -1.058
3 N -2.1466 -1.5969 0.0989  0.344
4 C -1.7083 -2.8984 0.6258  -1.081
5 C -0.4272 -3.4044 -0.0713  -0.647
6 N 0.4101 -2.2557 -0.4597  0.966
7 C 1.5288 -2.3124 -1.1082  -0.950
8 C 2.0003 -1.0085 -1.6632  2.239
9 F -0.0518 -0.8770 -2.9293  -0.399
10 C 3.4722 -0.9583 -1.8566  -0.579
11 F 4.0300 0.2375 -2.0033  -0.432
12 C 4.2253 -2.0551 -1.9014  0.279
13 F 5.5500 -2.0530 -2.1045  -0.429
14 C 3.6131 -3.3508 -1.6784  0.623
15 F 4.4165 -4.4044 -1.7848  -0.404
16 C 2.3326 -3.4962 -1.3101  0.067
17 F 1.8459 -4.7158 -1.0184  -0.404
18 C -2.8875 -0.7478 1.0444  -1.295
19 C -2.8186 0.7187 0.6397  -0.513
20 N -1.4234 1.1807 0.5579  0.838
21 C -1.2124 2.5000 0.3568  -1.182
22 C 0.0538 3.1127 0.5608  -0.004
23 F 1.1130 3.7420 2.8024  -0.287
24 C 0.3353 4.4358 0.2830  0.471
25 F 1.5781 4.8897 0.5019  -0.322
26 C -0.6396 5.3044 -0.1527  0.534
27 F -0.3752 6.5922 -0.4192  -0.328
28 C -1.9124 4.7847 -0.2903  0.122
29 F -2.9042 5.5860 -0.6973  -0.320
30 C -2.1889 3.4575 -0.0356  0.690
31 F -3.4828 3.1072 -0.2330  -0.369
32 H -3.7457 -2.2270 -1.1179  0.286
33 H -2.1285 -2.2557 -1.8873  0.272
34 H -2.9307 -0.7257 -1.6461  0.248
35 H -2.4944 -3.6615 0.5356  0.338
36 H -1.4889 -2.7600 1.6822  0.258
37 H -0.6430 -3.9899 -0.9669  0.438
38 H 0.0983 -4.0504 0.6338  0.379
39 H -2.4055 -0.8646 2.0167  0.204
40 H -3.9407 -1.0542 1.1452  0.385
41 H -3.3765 1.2634 1.4109  0.563
42 H -3.3589 0.8762 -0.2967  0.461
43 C 6.4998 -1.9429 2.3751  -1.574
44 C 5.0579 -1.8996 2.7975  0.306
45 C 4.0611 -1.5813 1.8796  -0.509
46 C 2.7334 -1.5157 2.2641  0.474
47 C 2.4065 -1.7565 3.5908  -0.042
48 C 3.3774 -2.0723 4.5301  -0.820
49 C 4.6984 -2.1478 4.1209  -0.669
50 S 0.7203 -1.7346 4.0738  1.317
51 O 0.6302 -1.4979 5.4912  -0.752
52 O 0.0322 -2.8631 3.5114  -0.668
53 N 0.1721 -0.4015 3.1768  0.226
54 C -0.1303 0.6260 3.8460  -0.587
55 C 1.6947 2.6824 2.2087  0.580
56 O 2.7162 2.2352 2.5994  -0.499
57 O 1.1102 2.3568 1.0721  -0.157
58 H 6.5919 -2.0904 1.2997  0.338
59 H 7.0354 -2.7469 2.8809  0.408
60 H 7.0010 -1.0050 2.6237  0.310
61 H 4.3238 -1.3744 0.8483  0.369
62 H 1.9550 -1.2663 1.5526  0.259
63 H 3.0975 -2.2489 5.5599  0.479
64 H 5.4669 -2.3970 4.8432  0.403
65 H -0.0371 0.6928 4.9309  0.291
66 H -0.5425 1.4642 3.2882  0.224
67 C 1.4909 0.1409 -0.7388  -2.080
68 C 1.3756 -0.9179 -3.2263  2.779
69 C 1.6519 -2.1000 -4.0485  -1.137
70 C 2.2797 -2.0296 -5.2559  -0.925
71 C 2.7217 -0.8124 -5.8084  -0.057
72 C 2.4127 0.3566 -5.0805  -0.647
73 C 1.7755 0.3290 -3.8792  -1.333
74 C 3.3697 -0.7637 -7.0676  0.105
75 N 3.9006 -0.7255 -8.0950  -0.706
76 H 1.3596 1.0604 -1.3080  0.745
77 H 2.2630 0.3478 0.0073  0.376
78 H 1.3107 -3.0633 -3.6898  0.408
79 H 2.4419 -2.9482 -5.8097  0.416
80 H 2.6881 1.3198 -5.4961  0.438
81 H 1.5429 1.2568 -3.3729  0.343

Output
- Kohn-Sham gap: 5.76 eV
- Net charge: -1
- Highest occupied orbital energy: -3.90 eV
- Energy relative to the best compared isomer or geometry (same formula, charge and spin): 49.39 kcal/mol



Quick rundown of E_tot, same order as above: -2632.2516; -3844.7518; -3402.0688 hartree